1.
{
  "formula": "C6H20N6O8S",
  "method": "the ωB97M-V functional and the def2-TZVPD basis",
  "total_energy_ev": -42701.3591,
  "orbital_gap_ha": 0.3582,
  "multiplicity": 1,
  "lumo_ev": 0.37,
  "homo_ev": -9.38,
  "elements": ["C", "C", "O", "C", "O", "O", "S", "O", "O", "H", "H", "H", "H", "H", "H", "H", "H", "C", "O", "N", "N", "H", "H", "H", "H", "C", "O", "N", "N", "H", "H", "H", "H", "C", "O", "N", "N", "H", "H", "H", "H"],
  "coordinates": [[1.12288, 2.70656, 1.48434], [0.53614, 1.69137, 0.53391], [0.17397, 0.54586, 1.30134], [1.54579, 1.31499, -0.58982], [2.32270, 0.20696, -0.21648], [2.03358, -0.84372, -1.15712], [3.43341, -1.69918, -1.48274], [4.07666, -0.95580, -2.52031], [4.25503, -1.42430, -0.13767], [0.63590, 3.64738, 1.29321], [2.18536, 2.80739, 1.34933], [0.88673, 2.45660, 2.50063], [-0.35595, 2.07409, 0.06175], [-0.13253, -0.12887, 0.67613], [0.98499, 1.10382, -1.48400], [2.18967, 2.16290, -0.77339], [4.31463, -2.27498, 0.32903], [5.91269, -3.78538, -5.02227], [5.24266, -4.71873, -4.61521], [5.79475, -2.52382, -4.51721], [6.84020, -3.93695, -6.02185], [6.33740, -1.74405, -4.83471], [5.12189, -2.37819, -3.78540], [6.94771, -4.85392, -6.41142], [7.40300, -3.18715, -6.37415], [-3.22069, 3.17539, 1.64736], [-2.20394, 3.81833, 1.42952], [-3.29519, 1.82778, 1.49101], [-4.37566, 3.77306, 2.08354], [-4.13167, 1.28967, 1.66322], [-2.45881, 1.35489, 1.20257], [-4.35758, 4.76607, 2.21558], [-5.21711, 3.26570, 2.27904], [-5.95818, -0.89027, 3.09164], [-5.09734, -0.17845, 2.59717], [-5.78053, -1.50539, 4.29488], [-7.15523, -1.12327, 2.47751], [-6.46736, -2.09577, 4.72308], [-4.90797, -1.34978, 4.76471], [-7.30858, -0.68624, 1.58827], [-7.87340, -1.70458, 2.86495]]
}

---

2.
{
  "formula": "C2H11NO2",
  "method": "the ωB97M-V functional and the def2-TZVPD basis",
  "relative_energy_kcal_mol": 27.4,
  "total_energy_ev": -7836.7363,
  "orbital_gap_ha": 0.3363,
  "smiles": "CNC.O.O",
  "multiplicity": 1,
  "lumo_ev": 0.54,
  "homo_ev": -8.61,
  "elements": ["C", "N", "C", "H", "H", "H", "H", "H", "H", "H", "O", "H", "H", "O", "H", "H"],
  "coordinates": [[-0.20205, -0.68363, 1.45040], [-0.03271, -1.72438, 0.44079], [1.34712, -2.03568, 0.10415], [0.19498, -1.00831, 2.40693], [0.22061, 0.27579, 1.11959], [-1.25609, -0.44401, 1.61100], [-0.59668, -1.41606, -0.34144], [1.73557, -1.56611, -0.82015], [1.46207, -3.10250, -0.09442], [1.99144, -1.66739, 0.91284], [-2.74029, 1.67055, -1.45075], [-3.20391, 2.37327, -0.94567], [-3.44796, 1.18719, -1.85899], [1.83381, 2.91624, -0.86762], [1.23649, 2.69426, -1.59535], [1.45759, 2.53078, -0.07132]]
}

---

3.
{
  "formula": "C9H14",
  "method": "the ωB97M-V functional and the def2-TZVPD basis",
  "relative_energy_kcal_mol": 40.4,
  "total_energy_ev": -9558.4291,
  "orbital_gap_ha": 0.3566,
  "smiles": "Cc1ccccc1.CC",
  "multiplicity": 1,
  "lumo_ev": 0.96,
  "homo_ev": -8.74,
  "elements": ["C", "C", "C", "C", "C", "C", "C", "H", "H", "H", "H", "H", "H", "H", "H", "C", "C", "H", "H", "H", "H", "H", "H"],
  "coordinates": [[-2.54333, -1.51484, -1.89604], [-2.06123, -1.11511, -0.49089], [-1.35356, 0.08312, -0.38962], [-0.55143, 0.22805, 0.69511], [-0.57599, -0.76997, 1.67814], [-1.46429, -1.86741, 1.66138], [-2.21689, -2.08870, 0.51800], [-3.20132, -2.44646, -1.88287], [-1.72285, -1.72462, -2.61728], [-2.97882, -0.64873, -2.33059], [-1.24043, 0.72617, -1.40748], [0.21730, 1.02117, 0.77205], [0.17549, -0.88548, 2.60254], [-1.34959, -2.60964, 2.47129], [-2.98395, -2.89224, 0.42931], [2.21894, 1.94100, 0.15731], [3.66443, 2.18472, -0.13212], [1.55932, 2.18564, -0.60013], [2.03877, 0.85999, 0.40346], [2.01084, 2.37001, 1.06309], [4.44183, 1.86579, 0.59187], [4.08602, 1.83907, -1.09212], [3.83075, 3.25845, -0.20440]]
}

---

4.
{
  "formula": "C9H9N3O2",
  "method": "the ωB97M-V functional and the def2-TZVPD basis",
  "relative_energy_kcal_mol": 237.8,
  "total_energy_ev": -18035.4421,
  "orbital_gap_ha": 0.2932,
  "multiplicity": 1,
  "lumo_ev": 0.56,
  "homo_ev": -7.42,
  "elements": ["C", "C", "C", "C", "C", "C", "C", "C", "C", "N", "N", "N", "O", "O", "H", "H", "H", "H", "H", "H", "H", "H", "H"],
  "coordinates": [[-2.13049, 1.61987, -0.16229], [-3.15768, 0.70936, -0.14087], [-0.81382, 1.18963, -0.00364], [-2.96059, -0.65063, -0.08472], [0.14814, -2.36224, -0.18390], [-0.55313, -0.18465, -0.12867], [-1.65468, -1.08233, -0.14404], [0.53633, -1.04376, -0.11663], [3.33350, 2.00566, 0.17531], [-1.18646, -2.37963, -0.19273], [1.83207, -0.46114, -0.01332], [2.89665, -1.05734, -0.53694], [2.65811, -1.05693, 0.88808], [3.96786, 1.19378, -0.44579], [-2.48964, 2.71212, -0.15183], [-4.07449, 1.18465, -0.09512], [-0.06367, 1.80090, 0.19066], [-3.71002, -1.30671, 0.05579], [0.88352, -3.12121, -0.23258], [3.69275, 2.16878, 1.29598], [1.92916, 0.63557, 0.27321], [2.49242, 2.72729, -0.32205], [-1.57585, -3.24104, 0.07611]]
}

---

5.
{
  "formula": "C45H52BaN12O4S3",
  "method": "the ωB97M-V functional and the def2-TZVPD basis",
  "total_charge": -2,
  "relative_energy_kcal_mol": 85.6,
  "total_energy_ev": -106782.0715,
  "orbital_gap_ha": 0.1837,
  "multiplicity": 1,
  "lumo_ev": 2.59,
  "homo_ev": -2.41,
  "elements": ["Ba", "C", "C", "C", "C", "C", "C", "C", "N", "C", "C", "C", "C", "C", "C", "O", "C", "C", "C", "C", "C", "C", "C", "C", "C", "O", "C", "C", "C", "C", "C", "C", "H", "H", "H", "H", "H", "H", "H", "H", "H", "H", "H", "H", "H", "H", "H", "H", "H", "H", "H", "H", "H", "H", "H", "H", "H", "H", "H", "H", "H", "H", "H", "H", "H", "H", "H", "H", "H", "H", "H", "H", "O", "C", "O", "C", "C", "C", "C", "C", "N", "H", "H", "H", "H", "N", "N", "N", "C", "N", "N", "H", "H", "H", "S", "C", "S", "C", "N", "N", "C", "C", "C", "C", "C", "C", "S", "H", "H", "H", "H", "H", "N", "C", "N", "C", "N"],
  "coordinates": [[0.58390, 1.34837, 1.62468], [-1.07375, -6.75530, 1.80817], [-1.33606, -5.68291, 0.74072], [-0.40927, -5.97163, -0.44044], [-2.78282, -5.77288, 0.23087], [-1.10660, -4.29120, 1.31644], [-0.28561, -3.36149, 0.74891], [-0.27340, -2.01359, 1.20107], [0.06698, -1.04271, 0.37823], [0.90537, -1.25380, -0.64431], [0.51359, -0.92286, -1.94822], [1.33641, -1.16552, -3.01797], [2.68806, -1.48726, -2.73568], [3.17522, -1.69757, -1.47466], [2.25249, -1.75518, -0.35234], [2.56683, -2.10104, 0.79850], [4.64894, -1.95469, -1.18908], [4.83967, -3.30586, -0.48808], [5.50547, -1.93926, -2.45901], [5.16003, -0.83916, -0.26733], [0.84599, -1.18526, -4.46069], [1.14646, -2.57629, -5.04532], [-0.66181, -0.94739, -4.56928], [1.56297, -0.11946, -5.29777], [-0.94648, -1.64894, 2.44256], [-0.75205, -0.52050, 2.94835], [-1.82228, -2.65586, 3.00773], [-1.86594, -3.90061, 2.44299], [-2.64575, -2.33679, 4.25260], [-1.67491, -2.33427, 5.44282], [-3.32494, -0.96674, 4.12157], [-3.74582, -3.37256, 4.53905], [-1.19318, -7.74970, 1.37837], [-1.75124, -6.67031, 2.65370], [-0.05508, -6.66276, 2.17864], [-0.60033, -6.97121, -0.83084], [0.62952, -5.91674, -0.12652], [-0.57998, -5.25822, -1.24213], [-2.97436, -6.74645, -0.22055], [-2.94587, -5.00464, -0.52162], [-3.50099, -5.61950, 1.03169], [0.27470, -3.57085, -0.14834], [-0.50861, -0.59802, -2.06632], [3.35603, -1.56486, -3.58138], [4.47329, -4.12263, -1.11009], [4.28957, -3.30150, 0.44792], [5.89514, -3.47448, -0.27448], [5.20253, -2.72461, -3.14955], [6.54937, -2.10505, -2.19438], [5.43394, -0.97567, -2.95988], [4.59972, -0.81888, 0.66116], [5.05897, 0.12983, -0.75036], [6.21172, -0.99416, -0.03120], [0.67359, -3.34386, -4.43579], [2.21619, -2.76935, -5.06776], [0.76143, -2.65721, -6.06173], [-1.21296, -1.70284, -4.01575], [-0.96929, -1.00189, -5.61293], [-0.93754, 0.03096, -4.18829], [2.64185, -0.24805, -5.26551], [1.32548, 0.87327, -4.92509], [1.24218, -0.18282, -6.33715], [-2.52618, -4.64476, 2.85881], [-0.91965, -1.56359, 5.31234], [-1.15974, -3.29386, 5.50413], [-2.20673, -2.16420, 6.38012], [-2.55870, -0.21147, 3.99019], [-3.91391, -0.74116, 5.01310], [-3.97790, -0.95943, 3.25012], [-3.32492, -4.34161, 4.80462], [-4.41130, -3.49369, 3.68579], [-4.34507, -3.02663, 5.38225], [4.55259, 1.99822, 2.96849], [3.51810, 1.75499, 2.35021], [2.43882, 1.31261, 2.79934], [3.54050, 2.04856, 0.83840], [4.57113, 2.81435, 0.29972], [4.52464, 3.16273, -1.03590], [3.47347, 2.68145, -1.80239], [2.52236, 1.88264, -1.19227], [2.53834, 1.59450, 0.09884], [5.36612, 3.13403, 0.95443], [5.28037, 3.80707, -1.47143], [3.38467, 2.92571, -2.84978], [1.70306, 1.45607, -1.75850], [-4.57490, 2.49340, 3.42313], [-3.22069, 2.48505, 3.60797], [-2.63833, 2.79821, 4.74029], [-1.35765, 2.67361, 4.41826], [-1.20820, 2.30011, 3.15007], [-2.38870, 2.18308, 2.65460], [-5.03372, 1.88316, 4.09376], [-4.74709, 2.18301, 2.46976], [-0.54557, 2.84686, 5.09373], [-4.09261, 4.78116, -5.08305], [-3.35837, 4.15184, -3.73922], [-2.99592, 2.44613, -3.64814], [-2.36588, 2.71198, -1.93386], [-2.44624, 3.95705, -1.63101], [-2.98040, 4.76397, -2.58813], [-3.11230, 6.11321, -2.21635], [-2.77433, 6.44545, -0.90059], [-2.87978, 7.74773, -0.45857], [-3.31972, 8.74605, -1.31301], [-3.65128, 8.42325, -2.61710], [-3.55029, 7.12026, -3.07569], [-1.87587, 1.43735, -1.01134], [-2.42047, 5.67198, -0.23907], [-2.61247, 7.97765, 0.56206], [-3.39761, 9.76642, -0.96378], [-3.99358, 9.19515, -3.29465], [-3.81266, 6.89124, -4.09472], [0.78660, 3.79267, 1.71200], [0.92697, 4.92889, 1.94450], [0.89260, 6.16869, 2.12768], [1.68608, 7.06481, 2.57620], [2.29569, 7.97046, 2.96474]]
}